Density functional theory data (ωB97M-V/def2-TZVPD) for a structure of composition C31H30F2N3O2P2Pt in a non-equilibrium geometry.

Properties
- net charge = +1
- gap between HOMO and LUMO (spin up / spin down) (eV) = 6.33 / 6.28

XYZ file:
```
71
Properties=species:S:1:pos:R:3:lowdin_charge:R:1
Pt -0.946 0.087 -0.335 0.9564
C -0.102 0.075 6.802 -0.0715
C -1.285 0.343 6.128 -0.0716
C -1.299 0.363 4.742 -0.0938
C -0.131 0.107 4.028 -0.3593
C 1.054 -0.160 4.704 -0.0857
C 1.062 -0.176 6.092 -0.0691
P -0.240 0.037 2.197 1.0824
C 1.501 0.089 1.651 -0.3850
C 2.069 -0.914 0.983 -0.0640
C 3.359 -0.758 0.244 -0.1541
C 4.031 0.641 0.355 -0.1671
C 3.421 1.580 1.350 -0.0423
C 2.228 1.350 1.890 -0.0889
C -0.785 -1.672 1.869 -0.4427
C -0.722 -2.785 2.697 -0.0735
C -1.298 -3.971 2.259 -0.0879
C -1.947 -4.021 1.033 -0.0935
C -2.006 -2.896 0.211 -0.1455
C -1.399 -1.708 0.606 -0.3493
H -0.087 0.066 7.884 0.1089
H -2.195 0.538 6.679 0.1091
H -2.217 0.569 4.204 0.1069
H 1.966 -0.364 4.158 0.1050
H 1.984 -0.392 6.617 0.1091
H 1.564 -1.871 0.890 0.1157
H 4.018 -1.602 0.449 0.1455
H 5.109 0.586 0.505 0.1444
H 3.977 2.481 1.583 0.1189
H 1.776 2.067 2.568 0.1110
H -0.249 -2.721 3.670 0.1090
H -1.263 -4.852 2.888 0.1037
H -2.429 -4.940 0.720 0.0993
H -2.576 -2.940 -0.711 0.0593
F -2.947 5.167 -0.596 0.0777
C -1.908 4.345 -0.792 -0.2867
C -2.061 2.995 -0.524 -0.0629
C -1.008 2.118 -0.764 -0.2960
C 0.213 2.633 -1.252 -0.1675
C 0.316 4.000 -1.497 -0.2247
F 1.453 4.520 -1.994 0.0762
C -0.734 4.874 -1.289 0.0669
C 1.324 1.678 -1.418 -0.2212
C 2.620 1.968 -1.294 0.0250
C 3.676 0.925 -1.157 -0.1587
C 3.140 -0.523 -1.300 -0.1469
C 1.716 -0.613 -1.736 -0.0894
N 0.873 0.350 -1.707 0.0098
H -3.013 2.650 -0.134 0.1135
H -0.628 5.929 -1.499 0.1363
H 2.947 2.988 -1.161 0.1279
H 4.547 1.171 -1.766 0.1447
H 3.763 -1.176 -1.910 0.1455
H 1.353 -1.579 -2.083 0.1141
N -2.085 1.580 -3.574 0.1469
C -1.559 0.541 -4.506 -0.1691
P -2.369 -1.033 -3.918 0.3745
O -3.672 -1.241 -4.576 -0.3033
O -2.256 -1.056 -2.417 -0.3909
C -1.244 -2.472 -4.349 -0.1646
N -1.833 -3.511 -3.433 0.1363
H -3.106 1.538 -3.556 0.1663
H -1.793 2.530 -3.802 0.1682
H -1.774 1.380 -2.598 0.0813
H -0.473 0.510 -4.444 0.0987
H -1.876 0.768 -5.520 0.1075
H -0.215 -2.284 -4.054 0.0891
H -1.301 -2.790 -5.385 0.1050
H -2.788 -3.714 -3.743 0.1647
H -1.937 -3.021 -2.514 0.0979
H -1.304 -4.375 -3.349 0.1682
```